No. 1
{"formula": "C18H38As2AuS4SeSi3", "method": "ωB97M-V with the def2-TZVPD basis set", "total_energy_ev": -276978.0333, "total_charge": -1, "e_lumo_ev": [-0.4088, -0.4403], "species": ["Au", "S", "As", "S", "S", "S", "C", "C", "C", "C", "C", "C", "Se", "C", "C", "C", "H", "H", "H", "H", "H", "H", "H", "H", "H", "H", "H", "C", "Si", "C", "C", "As", "Si", "C", "C", "C", "Si", "C", "C", "C", "H", "H", "H", "H", "H", "H", "H", "H", "H", "H", "H", "H", "H", "H", "H", "H", "H", "H", "H", "H", "H", "H", "H", "H", "H", "H", "H"], "xyz": [[-0.98059, -1.65456, 1.03687], [0.40536, -4.79710, 2.80643], [-1.61271, -4.16017, 2.53512], [-2.11517, -4.15554, 0.43649], [-1.81898, -2.11165, 3.21110], [-2.84014, -5.51410, 3.59204], [-1.65121, 6.67019, 3.94508], [-1.63166, 5.31527, 3.30274], [-2.49778, 4.30186, 3.68235], [-2.50626, 3.07513, 3.03810], [-3.46437, 2.00976, 3.45855], [-1.62080, 2.85154, 1.97407], [-1.79374, 1.23701, 0.92885], [-0.69615, 3.83980, 1.62044], [0.32770, 3.66704, 0.54001], [-0.72922, 5.05499, 2.28532], [-2.40978, 6.73180, 4.72086], [-1.86109, 7.43194, 3.19404], [-0.67853, 6.89684, 4.38030], [-3.19389, 4.47347, 4.49225], [-4.05370, 2.31043, 4.32147], [-2.92185, 1.09729, 3.70387], [-4.13378, 1.77744, 2.63025], [0.34888, 2.63797, 0.19592], [1.31415, 3.93886, 0.91682], [0.09507, 4.31188, -0.30893], [-0.03114, 5.82420, 1.98168], [-0.78078, -4.05709, -2.94951], [0.82269, -3.49658, -2.07496], [1.37440, -4.89495, -0.90700], [2.17191, -3.38864, -3.44301], [0.38439, -1.46329, -0.93444], [2.45681, -0.99186, 0.06459], [2.55654, -2.29892, 1.44713], [2.46153, 0.74859, 0.85412], [3.98388, -1.18276, -1.07543], [-0.41516, -0.01311, -2.65438], [-0.54852, 1.87409, -2.37605], [0.70991, -0.23541, -4.20032], [-2.18129, -0.68986, -2.92290], [-0.75380, -5.12331, -3.14968], [-0.94683, -3.54336, -3.89281], [-1.62656, -3.87707, -2.29117], [1.34732, -5.85322, -1.41618], [0.70067, -4.97076, -0.05704], [2.38078, -4.75594, -0.52731], [2.35884, -4.38199, -3.83660], [3.11313, -3.01276, -3.05821], [1.87357, -2.76285, -4.27607], [1.76979, -2.11360, 2.17823], [3.50559, -2.31811, 1.97636], [2.36999, -3.29568, 1.05240], [1.49952, 0.92034, 1.33400], [2.61655, 1.53470, 0.11845], [3.23113, 0.83788, 1.61778], [4.23616, -2.23168, -1.19319], [4.84524, -0.68349, -0.64541], [3.80827, -0.76092, -2.06114], [0.41851, 2.33078, -2.18716], [-1.19091, 2.06806, -1.52200], [-0.99634, 2.36193, -3.23865], [1.73966, -0.40000, -3.88908], [0.68884, 0.64142, -4.83926], [0.39171, -1.08400, -4.79651], [-2.69908, -0.64029, -1.96615], [-2.16464, -1.72856, -3.23587], [-2.76205, -0.12933, -3.64763]], "nbo_charge": [0.721, -0.770, 0.892, -0.467, -0.504, -0.650, -0.623, -0.005, -0.230, -0.041, -0.635, -0.098, -0.284, -0.040, -0.644, -0.233, 0.210, 0.213, 0.213, 0.198, 0.202, 0.240, 0.233, 0.238, 0.211, 0.212, 0.193, -1.114, 1.427, -1.124, -1.105, -0.553, 1.399, -1.118, -1.106, -1.103, 1.427, -1.109, -1.107, -1.112, 0.243, 0.223, 0.252, 0.238, 0.295, 0.230, 0.238, 0.231, 0.229, 0.269, 0.238, 0.261, 0.257, 0.229, 0.240, 0.236, 0.240, 0.228, 0.232, 0.271, 0.233, 0.233, 0.237, 0.233, 0.255, 0.240, 0.237]}

=====

No. 2
{"formula": "C18H38BO2", "method": "ωB97M-V with the def2-TZVPD basis set", "total_energy_ev": -24054.5046, "total_charge": -1, "e_lumo_ev": 2.7459, "species": ["C", "C", "C", "C", "C", "B", "C", "C", "C", "C", "C", "C", "C", "C", "C", "C", "C", "O", "C", "C", "O", "H", "H", "H", "H", "H", "H", "H", "H", "H", "H", "H", "H", "H", "H", "H", "H", "H", "H", "H", "H", "H", "H", "H", "H", "H", "H", "H", "H", "H", "H", "H", "H", "H", "H", "H", "H", "H", "H"], "xyz": [[5.01484, 0.76870, 0.94558], [4.66621, -0.43772, 0.03167], [3.61460, -1.39249, 0.65261], [2.35893, -1.67042, -0.20006], [2.81854, -2.26851, -1.54835], [1.31174, -0.37108, -0.38253], [1.38135, 0.63968, 0.92539], [0.13715, 1.51928, 1.18839], [0.56988, 2.90415, 1.75572], [1.58917, 0.37755, -1.83347], [0.97296, 1.78654, -2.02187], [-0.48589, 1.78591, -2.54883], [-0.22777, -1.01793, -0.48045], [-0.72458, -1.74120, 0.77574], [-2.24816, -2.07146, 0.62290], [-3.14843, -1.21393, 1.55108], [-4.18835, -0.51054, 0.70159], [-5.15827, 0.13988, 1.54362], [-6.09002, 0.85566, 0.89579], [-6.51642, 0.46062, -0.49932], [-6.59046, 1.77686, 1.42576], [6.05649, 0.70445, 1.24952], [4.82710, 1.71734, 0.44772], [4.43122, 0.76552, 1.86384], [4.42663, -0.09854, -0.96955], [5.60261, -0.98711, -0.05735], [3.39837, -1.05245, 1.66217], [4.11703, -2.36184, 0.78444], [1.86226, -2.51618, 0.29025], [3.55588, -1.62762, -2.02486], [1.96403, -2.36956, -2.21227], [3.33335, -3.22143, -1.39335], [2.30244, 1.22213, 0.85288], [1.48768, -0.00569, 1.80465], [-0.46452, 1.06966, 1.97528], [-0.46478, 1.70149, 0.30369], [0.50755, 2.92516, 2.84356], [1.60128, 3.13542, 1.50276], [-0.03692, 3.72352, 1.36334], [1.14373, -0.25020, -2.61385], [2.64697, 0.47325, -2.10068], [1.54403, 2.26531, -2.82465], [1.09517, 2.44417, -1.16240], [-1.20379, 2.07571, -1.78569], [-0.72804, 0.77951, -2.87825], [-0.55544, 2.41493, -3.43334], [-0.98054, -0.25414, -0.71877], [-0.22426, -1.70712, -1.33556], [-0.23269, -2.70015, 0.91994], [-0.61353, -1.15666, 1.68525], [-2.56587, -1.90766, -0.40154], [-2.39537, -3.11672, 0.89766], [-2.58534, -0.49652, 2.14064], [-3.70654, -1.85854, 2.22875], [-3.69037, 0.18952, 0.02787], [-4.64170, -1.27681, 0.07371], [-7.28815, 1.13360, -0.84061], [-6.90074, -0.55947, -0.47289], [-5.68229, 0.46417, -1.19329]], "nbo_charge": [-0.609, -0.409, -0.384, -0.407, -0.603, 0.368, -0.663, -0.398, -0.605, -0.628, -0.389, -0.614, -0.635, -0.389, -0.383, -0.416, -0.070, -0.508, 0.802, -0.740, -0.573, 0.186, 0.202, 0.204, 0.207, 0.181, 0.193, 0.167, 0.177, 0.186, 0.200, 0.172, 0.191, 0.189, 0.184, 0.190, 0.187, 0.196, 0.186, 0.177, 0.180, 0.169, 0.188, 0.193, 0.203, 0.187, 0.174, 0.183, 0.189, 0.186, 0.190, 0.189, 0.211, 0.194, 0.183, 0.165, 0.236, 0.226, 0.235]}

=====

No. 3
{"formula": "C18H38F6NO12P2S2", "method": "ωB97M-V with the def2-TZVPD basis set", "total_energy_ev": -101894.5801, "total_charge": -1, "e_lumo_ev": 0.6273, "species": ["O", "S", "O", "C", "C", "C", "F", "F", "F", "N", "S", "O", "O", "C", "C", "C", "F", "F", "F", "H", "H", "H", "H", "H", "H", "H", "H", "O", "P", "O", "C", "C", "O", "C", "C", "O", "C", "C", "H", "H", "H", "H", "H", "H", "H", "H", "H", "H", "H", "H", "H", "H", "H", "O", "P", "O", "C", "C", "O", "C", "C", "O", "C", "C", "H", "H", "H", "H", "H", "H", "H", "H", "H", "H", "H", "H", "H", "H", "H"], "xyz": [[2.62179, -0.09102, -1.41373], [2.28159, 1.30367, -1.89236], [1.94897, 2.20325, -0.74449], [3.85931, 1.99585, -2.63255], [3.59751, 2.96408, -3.86331], [4.07113, 4.45668, -3.65863], [3.05218, 5.30426, -4.16200], [5.18951, 4.73686, -4.45055], [4.24291, 4.84707, -2.34132], [1.15139, 1.16074, -3.13010], [-0.37602, 1.78234, -2.76878], [-1.34953, 1.00071, -3.63956], [-0.85364, 1.57748, -1.35967], [-0.60766, 3.54535, -3.35064], [0.08352, 4.61843, -2.40574], [-1.00576, 5.44365, -1.59749], [-1.76528, 6.17155, -2.51652], [-1.85344, 4.59988, -0.90287], [-0.34558, 6.33674, -0.76090], [4.45974, 2.45112, -1.78975], [4.44828, 1.08922, -2.98564], [4.18241, 2.53337, -4.74348], [2.52023, 2.99934, -4.21149], [-1.73231, 3.73141, -3.29008], [-0.30326, 3.60224, -4.43516], [0.58019, 5.38495, -3.09311], [0.90394, 4.22678, -1.73755], [-0.13400, 2.70823, 5.55548], [-0.00672, 1.46344, 4.67092], [-1.27373, 1.80263, 3.66411], [-1.07523, 2.77938, 2.64154], [-0.21791, 2.23822, 1.51313], [-0.74260, 0.44373, 5.76339], [-0.67002, 0.70385, 7.16115], [-1.93399, 1.39571, 7.64040], [0.37958, 0.09577, 3.72787], [-0.35673, -1.12633, 3.73017], [-1.80909, -1.02241, 3.30654], [-0.63188, 3.68493, 3.06898], [-2.06224, 3.04266, 2.25431], [0.80417, 2.04635, 1.85547], [-0.17016, 2.95189, 0.69158], [-0.61386, 1.29453, 1.13981], [0.22230, 1.28310, 7.40564], [-0.56830, -0.25853, 7.67113], [-2.21107, 2.23423, 6.99902], [-1.81371, 1.76471, 8.66244], [-2.77591, 0.69919, 7.61904], [-0.26418, -1.62011, 4.69998], [0.15599, -1.77517, 3.01379], [-2.40906, -0.48644, 4.04154], [-2.24074, -2.02131, 3.19848], [-1.90499, -0.49867, 2.35401], [-1.84060, -5.61469, -2.98392], [-1.52460, -4.94125, -1.64371], [-0.96395, -3.51499, -2.26205], [-1.91668, -2.56109, -2.72947], [-2.62833, -1.87479, -1.57922], [-0.09484, -5.76226, -1.41145], [0.09244, -7.06281, -1.95904], [0.87131, -6.98530, -3.26025], [-1.36616, -4.31713, -0.06329], [-0.12213, -4.14376, 0.62022], [0.87058, -3.20719, -0.04243], [-2.63545, -3.04538, -3.39894], [-1.36746, -1.81786, -3.31088], [-3.25762, -2.58309, -1.02846], [-3.26665, -1.07152, -1.94998], [-1.91168, -1.46079, -0.86905], [-0.86359, -7.57267, -2.09280], [0.66087, -7.64883, -1.23093], [0.47323, -6.22268, -3.93192], [0.85964, -7.94700, -3.78024], [1.90999, -6.70998, -3.06164], [0.33136, -5.11546, 0.82834], [-0.38328, -3.72060, 1.59530], [1.26684, -3.62396, -0.96753], [1.71866, -3.02673, 0.62317], [0.41005, -2.24773, -0.28223]], "mulliken_charge": [-0.674, 1.091, -0.576, -0.877, -0.495, 0.860, -0.288, -0.282, -0.248, -0.569, 1.089, -0.740, -0.493, -0.930, -0.201, 0.613, -0.273, -0.186, -0.269, 0.405, 0.287, 0.323, 0.241, 0.401, 0.377, 0.204, 0.190, -0.766, 1.154, -0.266, -0.648, 0.024, -0.401, -0.407, -1.105, -0.403, -0.087, -0.896, 0.317, 0.270, 0.277, -0.089, 0.039, 0.358, 0.347, 0.290, 0.361, 0.294, 0.283, 0.212, 0.339, 0.428, 0.099, -0.752, 1.142, -0.307, -0.310, -0.809, -0.390, -0.403, -1.109, -0.409, -0.156, -0.942, 0.296, 0.243, 0.366, 0.427, 0.000, 0.358, 0.345, 0.290, 0.362, 0.297, 0.266, 0.253, 0.380, 0.482, 0.077]}